{
  "formula": "C89H194N2O9P4",
  "method": "ωB97M-V/def2-TZVPD",
  "species": ["C", "C", "C", "C", "N", "C", "C", "C", "C", "C", "H", "H", "H", "H", "H", "H", "H", "H", "H", "H", "H", "H", "H", "H", "H", "H", "H", "H", "H", "H", "C", "C", "C", "C", "N", "C", "C", "C", "C", "C", "H", "H", "H", "H", "H", "H", "H", "H", "H", "H", "H", "H", "H", "H", "H", "H", "H", "H", "H", "H", "C", "C", "C", "C", "P", "C", "C", "C", "C", "C", "C", "C", "C", "C", "C", "C", "C", "H", "H", "H", "H", "H", "H", "H", "H", "H", "H", "H", "H", "H", "H", "H", "H", "H", "H", "H", "H", "H", "H", "H", "H", "H", "H", "H", "H", "H", "H", "H", "H", "H", "H", "H", "H", "C", "C", "C", "C", "P", "C", "C", "C", "C", "C", "C", "C", "C", "C", "C", "C", "C", "H", "H", "H", "H", "H", "H", "H", "H", "H", "H", "H", "H", "H", "H", "H", "H", "H", "H", "H", "H", "H", "H", "H", "H", "H", "H", "H", "H", "H", "H", "H", "H", "H", "H", "H", "H", "C", "C", "C", "C", "P", "C", "C", "C", "C", "C", "C", "C", "C", "C", "C", "C", "C", "H", "H", "H", "H", "H", "H", "H", "H", "H", "H", "H", "H", "H", "H", "H", "H", "H", "H", "H", "H", "H", "H", "H", "H", "H", "H", "H", "H", "H", "H", "H", "H", "H", "H", "H", "H", "C", "C", "C", "C", "P", "C", "C", "C", "C", "C", "C", "C", "C", "C", "C", "C", "C", "H", "H", "H", "H", "H", "H", "H", "H", "H", "H", "H", "H", "H", "H", "H", "H", "H", "H", "H", "H", "H", "H", "H", "H", "H", "H", "H", "H", "H", "H", "H", "H", "H", "H", "H", "H", "C", "C", "O", "O", "H", "H", "H", "C", "C", "O", "O", "H", "H", "H", "C", "C", "O", "O", "H", "H", "H", "O", "C", "O", "O", "H"],
  "coordinates": [[4.6879, -1.9822, 0.7153], [3.4537, -1.4171, 1.3950], [2.7063, -0.2512, 0.6518], [2.1148, -0.7858, -0.6853], [1.6024, 0.3010, -1.6267], [2.6296, 1.3267, -2.0399], [2.1124, 2.6495, -1.4403], [0.5502, 2.5048, -1.5730], [0.3719, 1.0614, -1.0410], [0.9175, -0.3839, -2.8703], [4.4431, -2.5733, -0.1672], [5.1831, -2.7093, 1.3588], [5.3095, -1.1435, 0.4018], [3.7213, -1.0438, 2.3835], [2.7248, -2.2266, 1.4351], [3.4898, 0.4947, 0.5184], [2.0082, 0.3290, 1.2553], [1.2534, -1.3756, -0.3721], [2.8259, -1.3307, -1.3063], [2.6799, 1.3623, -3.1281], [3.6041, 1.0376, -1.6464], [2.4542, 3.5285, -1.9868], [2.4563, 2.7686, -0.4128], [0.1665, 2.6129, -2.5875], [0.0619, 3.2636, -0.9616], [-0.5581, 0.5100, -1.1795], [0.3700, 1.0432, 0.0488], [0.2600, -1.1252, -2.4159], [1.7062, -0.8728, -3.4420], [0.4211, 0.3983, -3.4446], [4.3599, 1.0672, 8.4897], [4.1813, 0.9470, 6.9640], [5.4153, 1.6393, 6.2862], [5.2248, 2.2147, 4.8174], [6.2158, 3.2727, 4.3699], [6.2127, 3.5517, 2.8460], [7.2524, 2.7543, 2.1338], [8.0891, 2.1149, 3.1951], [7.6774, 2.8289, 4.5083], [5.9747, 4.5583, 5.2689], [3.4082, 0.9880, 9.0150], [4.6435, 2.1079, 8.6470], [5.1442, 0.3849, 8.8176], [3.2913, 1.5121, 6.6873], [4.0141, -0.0799, 6.6390], [6.2502, 0.9392, 6.2579], [5.7137, 2.3998, 7.0078], [4.3023, 2.7378, 4.5653], [5.2820, 1.4391, 4.0537], [6.5374, 4.5894, 2.7701], [5.2028, 3.5424, 2.4358], [8.0223, 3.3373, 1.6284], [6.8000, 2.2022, 1.3100], [9.1625, 2.1478, 3.0081], [7.8745, 1.0475, 3.2473], [8.2693, 3.7414, 4.5786], [8.0015, 2.2695, 5.3858], [4.9148, 4.8125, 5.2537], [6.5763, 5.3759, 4.8717], [6.2880, 4.3617, 6.2942], [-7.8738, -3.2464, -8.6065], [-7.8767, -1.9445, -7.7439], [-6.4932, -1.1449, -8.0109], [-6.0487, -0.1392, -6.9850], [-4.4642, 0.7707, -7.4238], [-4.8555, 1.8312, -8.8870], [-3.6918, 2.7410, -9.2408], [-3.9666, 3.7659, -10.4127], [-5.2467, 4.6283, -10.3759], [-4.0181, 1.9818, -6.0336], [-5.0184, 3.0854, -5.6506], [-4.7431, 3.9419, -4.4656], [-5.0870, 5.4413, -4.6073], [-2.9570, -0.3382, -7.7575], [-2.8607, -1.0429, -9.1279], [-1.8809, -2.1757, -9.1725], [-2.0584, -3.3598, -8.1025], [-7.0758, -3.8718, -8.2063], [-7.4815, -3.2881, -9.6226], [-8.8321, -3.7583, -8.5190], [-8.0089, -2.2127, -6.6958], [-8.6390, -1.2198, -8.0300], [-6.5013, -0.7952, -9.0432], [-5.8125, -1.9945, -8.0664], [-5.8913, -0.6821, -6.0531], [-6.8335, 0.5704, -6.7231], [-5.6993, 2.4420, -8.5660], [-5.1008, 1.2870, -9.7990], [-2.8870, 2.0892, -9.5810], [-3.3103, 3.3597, -8.4285], [-4.0494, 3.3025, -11.3958], [-3.1492, 4.4853, -10.4621], [-5.1620, 5.4045, -9.6154], [-6.0514, 3.9281, -10.1517], [-5.5723, 5.1124, -11.2966], [-3.0846, 2.3759, -6.4354], [-3.8712, 1.3594, -5.1509], [-5.9249, 2.5512, -5.3657], [-5.3438, 3.6836, -6.5017], [-3.6667, 4.0047, -4.3054], [-5.1170, 3.5065, -3.5390], [-4.5506, 5.9333, -5.4187], [-4.8481, 5.9339, -3.6648], [-6.1528, 5.5897, -4.7809], [-3.0727, -1.0191, -6.9143], [-2.0476, 0.2550, -7.6612], [-2.5673, -0.2026, -9.7571], [-3.8383, -1.4202, -9.4282], [-0.8992, -1.7112, -9.0787], [-1.9034, -2.5826, -10.1834], [-1.9806, -2.9930, -7.0790], [-1.2790, -4.1125, -8.2213], [-3.0026, -3.8805, -8.2618], [-5.1157, -14.0004, -0.0282], [-3.8067, -13.1385, 0.0593], [-3.9568, -11.7467, -0.6542], [-2.8024, -10.8760, -0.3147], [-2.6996, -9.1094, -0.7764], [-3.9867, -8.1884, 0.1817], [-5.5010, -8.4828, 0.0071], [-6.1669, -8.8198, 1.2631], [-7.5267, -9.5238, 1.1742], [-1.0240, -8.3131, -0.4689], [-0.4836, -8.6284, 0.9214], [1.0431, -8.3930, 1.1311], [1.8959, -9.4495, 0.3333], [-3.1169, -8.9918, -2.5419], [-3.5530, -7.5562, -3.0435], [-4.3205, -7.6485, -4.4064], [-5.5766, -8.4932, -4.3946], [-5.2022, -14.3417, -1.0598], [-6.0505, -13.5461, 0.3001], [-5.0048, -14.8774, 0.6095], [-3.0144, -13.6196, -0.5141], [-3.4642, -13.0956, 1.0932], [-4.9412, -11.3455, -0.4133], [-4.0681, -11.9870, -1.7116], [-1.7838, -11.1324, -0.6058], [-2.7456, -10.8271, 0.7727], [-3.8404, -7.1590, -0.1454], [-3.6713, -8.1917, 1.2250], [-5.6840, -9.3523, -0.6243], [-5.9072, -7.5776, -0.4444], [-6.2730, -7.8875, 1.8177], [-5.6061, -9.4508, 1.9526], [-7.3740, -10.4352, 0.5962], [-8.2614, -8.8950, 0.6713], [-7.9584, -9.8559, 2.1184], [-1.1213, -7.2569, -0.7202], [-0.2713, -8.6612, -1.1762], [-0.7384, -9.6427, 1.2286], [-0.9775, -8.0090, 1.6701], [1.3468, -8.3914, 2.1780], [1.2715, -7.3973, 0.7510], [1.8128, -9.2835, -0.7408], [1.5296, -10.4676, 0.4656], [2.9363, -9.3783, 0.6505], [-3.8946, -9.7386, -2.7025], [-2.3124, -9.3986, -3.1545], [-2.6967, -6.8913, -3.1570], [-4.1361, -7.0721, -2.2601], [-3.5982, -7.9745, -5.1548], [-4.5964, -6.6369, -4.7039], [-6.1473, -8.3275, -5.3084], [-6.2433, -8.3806, -3.5396], [-5.2107, -9.5147, -4.4984], [1.0077, 8.6910, -0.3929], [2.0801, 9.7417, -0.6464], [3.3657, 9.3681, 0.0551], [4.4632, 10.4582, -0.1780], [6.1252, 10.1005, 0.4151], [5.8396, 9.6062, 2.1942], [5.1269, 10.6060, 3.1542], [4.5828, 9.9265, 4.4251], [4.1191, 10.9096, 5.5404], [7.0203, 8.8774, -0.6521], [6.2761, 7.5376, -1.0461], [7.1328, 6.7525, -2.0369], [6.4642, 5.5703, -2.5845], [7.0658, 11.6462, 0.5777], [8.5239, 11.6480, 1.0668], [8.9521, 12.9564, 1.6508], [10.3781, 12.9216, 2.3315], [0.0155, 9.0719, -0.6350], [0.8462, 8.4257, 0.6519], [1.0780, 7.7901, -1.0025], [1.7483, 10.7089, -0.2688], [2.1778, 10.0112, -1.6980], [3.7429, 8.4717, -0.4372], [3.1813, 9.2822, 1.1259], [4.1265, 11.3895, 0.2774], [4.5384, 10.6629, -1.2460], [6.8239, 9.3872, 2.6081], [5.2756, 8.6800, 2.0838], [4.2131, 11.0198, 2.7277], [5.7168, 11.5010, 3.3518], [5.3546, 9.2128, 4.7132], [3.7161, 9.3145, 4.1751], [4.0618, 10.5299, 6.5605], [3.1928, 11.2864, 5.1068], [4.6713, 11.8316, 5.7225], [7.8918, 8.8084, -0.0010], [7.2545, 9.3730, -1.5943], [5.3969, 7.8730, -1.5963], [5.8419, 7.0951, -0.1495], [7.9195, 6.2067, -1.5161], [7.6910, 7.2442, -2.8336], [6.0853, 4.9736, -1.7547], [7.0077, 4.8874, -3.2376], [5.5636, 5.8075, -3.1509], [6.4282, 12.3898, 1.0558], [7.1108, 11.9896, -0.4558], [9.0790, 11.4342, 0.1534], [8.6682, 10.7428, 1.6566], [8.2179, 13.2089, 2.4158], [8.8669, 13.7864, 0.9494], [11.1614, 12.8037, 1.5827], [10.5324, 12.1577, 3.0935], [10.5402, 13.8690, 2.8456], [-7.6422, -4.4178, 7.2332], [-6.8570, -5.1774, 6.1125], [-5.3106, -5.0610, 6.2103], [-4.8771, -3.5841, 5.8917], [-3.1866, -3.1252, 6.2939], [-2.9751, -1.3459, 5.8958], [-3.3263, -1.0594, 4.4231], [-3.3211, 0.4534, 4.1187], [-4.0941, 0.9010, 2.8876], [-2.6326, -3.5539, 7.9758], [-1.4660, -2.7303, 8.6027], [-0.9131, -3.4380, 9.8283], [0.0298, -4.6686, 9.6069], [-2.2129, -4.1541, 5.0799], [-0.7437, -3.8250, 4.9566], [0.1069, -4.7397, 5.8483], [1.6103, -4.3570, 5.9802], [-7.3494, -4.8182, 8.2038], [-8.7266, -4.4711, 7.1364], [-7.3871, -3.3688, 7.0832], [-7.1402, -4.7981, 5.1306], [-7.1072, -6.2343, 6.2048], [-4.9017, -5.7449, 5.4666], [-5.1272, -5.4291, 7.2198], [-5.5306, -2.8702, 6.3931], [-5.0468, -3.4473, 4.8237], [-1.9869, -1.0162, 6.2165], [-3.6697, -0.8045, 6.5381], [-4.2916, -1.4240, 4.0719], [-2.5505, -1.4210, 3.7482], [-2.2729, 0.7322, 4.0114], [-3.7724, 1.0460, 4.9144], [-4.5303, 1.8942, 2.9945], [-4.8999, 0.1714, 2.8066], [-3.4656, 0.7968, 2.0032], [-2.4893, -4.6341, 7.9504], [-3.5257, -3.3642, 8.5712], [-1.8680, -1.7553, 8.8782], [-0.6723, -2.4620, 7.9054], [-1.6886, -3.7126, 10.5433], [-0.5446, -2.5754, 10.3834], [-0.4846, -5.4351, 9.0272], [0.0574, -5.2924, 10.5003], [0.9947, -4.3901, 9.1832], [-2.7169, -3.9094, 4.1449], [-2.2729, -5.1992, 5.3835], [-0.5069, -2.7797, 5.1548], [-0.4420, -3.8206, 3.9091], [-0.0653, -5.7627, 5.5137], [-0.1858, -4.6957, 6.8974], [2.1722, -5.0786, 6.5732], [1.6184, -3.3909, 6.4848], [2.1138, -4.3977, 5.0143], [-5.6278, -2.3739, -0.3214], [-4.2938, -2.2965, -1.0817], [-4.3206, -1.7212, -2.1753], [-3.3393, -2.9567, -0.6090], [-6.0618, -1.4036, -0.0799], [-5.5476, -2.7297, 0.7058], [-6.3877, -2.9287, -0.8718], [2.4004, 0.8119, -8.6749], [1.5311, 1.9443, -8.3752], [1.3104, 2.8476, -9.2274], [1.0941, 2.0049, -7.1755], [2.1121, 0.5476, -9.6923], [2.3674, -0.0880, -8.0608], [3.4504, 1.1024, -8.6406], [0.4546, 6.2384, 4.4599], [1.2144, 5.4416, 3.3818], [0.9267, 4.2363, 3.3004], [2.1484, 6.0733, 2.7802], [-0.4324, 5.6757, 4.7508], [0.2101, 7.2280, 4.0739], [1.1477, 6.3637, 5.2918], [7.8843, -2.0919, -4.1393], [8.4915, -1.1057, -3.5891], [9.4766, -0.7212, -4.2118], [8.0392, -0.6456, -2.5263], [8.4778, -1.8957, -4.8679]],
  "e_tot_ha": -5658.68699,
  "homo_lumo_gap_ev": 4.2,
  "molar_mass_g_mol": 1560.4,
  "charge": 2
}